# 1
A 3-piece molecular cluster, C18H22B3F6N2O9PS overall in a non-equilibrium geometry. Source: OMol25; level of theory: the ωB97M-V functional and the def2-TZVPD basis.

Summary:
LUMO energy	-0.02	eV
total energy	-2899.45196	Eh
structure (SMILES)	O=[PH2]B1OB(CCC(=O)Nc2ccccc2)OB(N=C=S)O1.CCOC(=O)C(F)(F)F.CCOC(=O)C(F)(F)F
F_max	1.1	eV Å⁻¹

Structure (XYZ):
```
62
Properties=species:S:1:pos:R:3:forces:R:3:mulliken_charge:R:1
O 1.4075 -4.4291 1.8095 -0.02 -0.04 -0.19 -0.656
P 0.5990 -4.9700 0.6829 0.22 0.42 0.67 0.329
B -0.5440 -3.6703 -0.2226 -0.56 -0.35 0.22 0.476
O -1.1016 -3.9888 -1.4314 0.88 0.05 -0.32 -0.312
B -1.1594 -2.9126 -2.3304 -0.57 0.06 0.09 0.056
C -0.6482 -3.0851 -3.7931 0.12 -0.28 0.07 -0.715
C 0.8260 -2.6400 -3.9420 -0.18 -0.24 0.32 -0.554
C 1.0723 -1.1778 -3.6386 0.32 -0.53 0.13 0.272
O 0.2258 -0.3595 -3.8543 -0.68 0.81 -0.33 -0.619
N 2.3351 -0.7667 -3.2014 0.44 -0.49 -0.40 0.054
C 3.3685 -1.6872 -2.8428 0.47 -0.56 0.25 -0.203
C 3.3496 -2.2692 -1.5611 0.59 -0.12 -0.60 -0.145
C 4.3551 -3.1764 -1.1828 -0.16 0.43 -0.84 -0.752
C 5.3828 -3.4992 -2.0859 -0.62 0.53 -0.11 -0.452
C 5.4088 -2.9050 -3.3574 -0.52 0.14 0.50 -0.591
C 4.4072 -2.0012 -3.7370 -0.11 -0.29 0.71 -0.337
O -1.5769 -1.7102 -1.7952 0.52 0.02 -0.06 -0.166
B -1.2548 -1.4345 -0.4942 -0.44 0.22 -0.27 0.506
N -1.4269 -0.0902 0.0109 0.03 -0.75 -0.40 -0.611
C -1.2543 0.1426 1.1786 -0.16 0.28 0.76 0.711
S -1.0808 0.4389 2.6899 0.09 0.22 0.18 -0.365
O -0.7432 -2.4383 0.3267 0.35 0.31 -0.21 -0.111
H 1.3553 -5.5245 -0.3690 -0.13 -0.15 -0.15 0.052
H -0.2539 -6.0351 1.0400 -0.06 -0.13 -0.23 0.052
H -0.6567 -4.1588 -3.9901 -0.12 0.00 -0.23 0.281
H -1.2813 -2.5840 -4.5199 -0.01 0.15 -0.02 0.346
H 1.4697 -3.3036 -3.3676 0.12 0.06 0.09 0.415
H 1.1359 -2.7587 -4.9835 0.04 -0.03 -0.04 0.429
H 2.6635 -0.0219 -3.8022 -0.08 0.37 0.36 0.362
H 2.5675 -1.9770 -0.8689 0.04 -0.05 0.04 0.627
H 4.3260 -3.6008 -0.1897 0.05 -0.07 0.03 0.483
H 6.1579 -4.1942 -1.7962 0.02 -0.01 0.00 0.396
H 6.1997 -3.1499 -4.0545 0.00 0.02 0.03 0.380
H 4.4186 -1.5467 -4.7203 0.02 -0.01 -0.01 0.397
C -5.9083 1.2533 3.0561 -0.11 0.03 0.14 -1.121
C -4.9024 2.3011 3.4754 0.13 -0.12 -0.29 -0.137
O -5.4035 3.0946 4.5739 0.03 0.01 0.00 -0.321
C -5.2534 2.5734 5.7794 -0.06 0.10 0.03 0.337
O -4.7528 1.5285 6.0680 0.03 -0.08 -0.01 -0.513
C -5.8010 3.5569 6.8395 0.08 -0.18 -0.14 0.903
F -6.9724 4.0743 6.4613 -0.03 0.05 0.07 -0.245
F -4.9280 4.5588 7.0061 -0.04 0.06 0.05 -0.252
F -5.9626 2.9340 7.9998 -0.03 0.07 0.06 -0.235
H -6.8622 1.7185 2.8079 0.01 0.01 -0.06 0.309
H -5.5406 0.7191 2.1805 0.01 0.00 -0.01 0.353
H -6.0770 0.5326 3.8554 0.05 -0.02 -0.01 0.313
H -4.7206 3.0165 2.6771 -0.05 0.07 0.05 0.310
H -3.9507 1.8534 3.7572 -0.02 0.00 0.11 0.300
C 1.2890 1.9139 -0.6990 0.13 0.03 0.18 -0.441
C 1.2563 3.2909 -1.3170 -0.10 -0.17 -0.28 -0.529
O 1.3808 4.3222 -0.3091 -0.01 -0.01 -0.04 -0.338
C 2.6101 4.6085 0.0783 -0.05 0.08 0.08 0.337
O 3.6330 4.1277 -0.3081 0.05 -0.06 -0.05 -0.524
C 2.5695 5.7438 1.1273 0.03 -0.18 -0.13 0.913
F 1.6021 5.5422 2.0254 0.02 0.07 0.05 -0.242
F 2.3368 6.9096 0.5084 -0.01 0.06 0.06 -0.256
F 3.7324 5.8238 1.7614 -0.01 0.07 0.05 -0.238
H 0.5180 1.8287 0.0639 -0.05 0.01 -0.02 0.116
H 1.1130 1.1592 -1.4658 -0.03 0.02 -0.03 0.067
H 2.2537 1.7173 -0.2303 0.03 0.01 -0.06 0.376
H 0.2994 3.4860 -1.7946 -0.03 0.05 0.07 0.351
H 2.0426 3.4216 -2.0588 0.07 0.04 0.07 0.369
```
Forces are in eV/Å.

# 2
One molecule with the formula C18H22F2N4O3 in a non-equilibrium geometry. Source: OMol25; level of theory: the ωB97M-V functional and the def2-TZVPD basis.

Summary:
LUMO energy	0.66	eV
total energy	-1343.60571	Eh
structure (SMILES)	CCC[C@H](NC(=O)Cc1cc(F)cc(F)c1)C(=O)Nc1cn(CCO)cn1
F_max	2.6	eV Å⁻¹

Structure (XYZ):
```
49
Properties=species:S:1:pos:R:3:forces:R:3:nbo_charge:R:1
O 3.7153 -0.7436 1.4750 -1.00 -0.29 0.14 -0.618
O 1.0190 -0.0474 -2.2935 0.52 0.07 0.83 -0.613
F -2.1513 -2.2233 4.2440 0.03 0.39 0.01 -0.312
F -1.8189 2.2817 2.7881 0.47 -0.90 0.36 -0.306
N 0.6348 3.2269 0.4201 -0.34 -0.16 1.13 -0.502
O -1.5138 6.1780 -1.5033 1.05 0.06 0.38 -0.736
C 2.5595 -0.8688 1.8823 1.98 0.64 -0.71 0.677
C 1.2101 -0.0770 -1.0845 -0.84 0.32 -0.33 0.680
C 0.5916 4.4225 -0.0956 0.48 0.21 -0.57 0.199
C 0.7826 2.3455 -0.6051 0.05 0.81 -0.23 0.255
C 0.8504 3.0165 -1.7858 0.45 -0.78 -1.28 -0.140
C -1.9516 0.0556 3.6113 -2.49 -0.20 -0.24 -0.355
C 0.0001 -1.2839 4.0109 0.00 0.70 -0.95 -0.304
C 0.1532 1.0187 3.1915 2.52 -0.34 -0.57 -0.325
C -1.3852 -1.1575 3.9514 0.91 0.98 0.10 0.412
C -1.2028 1.1400 3.1858 -0.28 -0.57 0.54 0.424
C 0.8187 -0.2156 3.5658 -2.42 0.46 0.30 0.013
N 0.9363 1.0146 -0.2655 0.60 -1.90 -0.35 -0.612
N 0.8059 4.3551 -1.4533 -0.80 0.74 1.02 -0.346
N 1.5553 -1.3342 1.0792 0.09 0.72 0.59 -0.641
C 2.2815 -0.4440 3.3260 -0.77 -0.82 0.60 -0.525
C 0.9301 -4.5195 0.9597 -0.85 0.13 0.31 -0.605
C -0.8189 5.7767 -2.6741 -0.04 -0.56 -0.18 -0.068
C 0.6555 5.5029 -2.3241 -0.60 -0.07 -0.21 -0.222
C 1.3396 -4.0359 -0.4092 -0.49 1.31 0.07 -0.392
C 0.7975 -2.6128 -0.8052 -0.07 -0.43 -1.09 -0.401
C 1.6751 -1.4153 -0.3867 -0.59 0.00 0.17 -0.134
H -2.4166 6.4472 -1.6404 -0.33 -0.02 -0.52 0.483
H 0.4173 5.3670 0.4616 0.26 -0.89 -0.69 0.216
H 0.9981 2.5901 -2.7940 -0.13 0.68 0.77 0.247
H -3.0537 0.1364 3.6072 0.67 -0.05 0.00 0.243
H 0.3707 -2.2631 4.2375 0.51 -0.27 0.19 0.230
H 0.7285 1.8576 2.7594 -0.16 -0.45 0.42 0.257
H 1.0883 0.8878 0.7163 0.02 -0.04 0.25 0.413
H 0.6064 -1.2503 1.4659 0.61 -0.26 -0.44 0.414
H 2.8382 0.4535 3.5814 0.29 -0.06 -0.38 0.258
H 2.6440 -1.2682 3.9918 -0.21 0.65 -0.55 0.248
H 1.3965 -5.4719 1.1569 -0.04 -0.51 0.09 0.210
H 1.2385 -3.8630 1.7801 -0.17 0.07 -0.25 0.203
H -0.1760 -4.6379 0.9628 0.64 -0.01 0.34 0.199
H -1.2382 4.8273 -3.0455 0.03 0.23 -0.04 0.170
H -0.8648 6.5119 -3.4896 -0.03 0.05 0.26 0.170
H 1.1049 6.3787 -1.8539 -0.05 -0.09 0.09 0.217
H 1.2113 5.2928 -3.2321 0.00 0.08 -0.23 0.216
H 2.4202 -4.0090 -0.4501 0.38 -0.03 -0.31 0.202
H 0.9650 -4.7596 -1.1368 0.19 0.13 -0.09 0.207
H -0.2537 -2.4434 -0.5076 0.38 -0.18 0.36 0.199
H 0.7189 -2.6121 -1.8984 0.23 0.22 0.09 0.236
H 2.7165 -1.5979 -0.7480 -0.67 0.24 0.81 0.261
```
Forces are in eV/Å.